Entry 1:
The following is a DFT calculation (ωB97M-V with the def2-TZVPD basis set) of a structure of composition C51H66N6PdSe.

Properties
lowest unoccupied orbital energy	-0.55	eV
orbital gap	5.91	eV
energy relative to the best compared isomer or geometry (same formula, charge and spin)	0.0	kJ/mol
molecular weight	948.5	g mol⁻¹
HOMO level	-6.458	eV
F_max	0.9	eV Å⁻¹

ORCA input file:
```
! wB97M-V def2-TZVPD RIJCOSX def2/J DEFGRID3
* xyz 0 1
Pd -0.30769 -1.36237 0.01891
C 2.21182 -1.47991 -5.49276
C 2.57833 -0.25152 -4.64993
C 2.36871 -0.49573 -3.18598
C 3.26288 -0.95202 -2.27626
C 4.71241 -1.28461 -2.47831
C 4.97229 -2.79684 -2.52644
C 2.52436 -1.16211 -1.03959
N 1.21594 -0.83760 -1.21454
C 1.08182 -0.43357 -2.50703
C -0.08937 0.02671 -3.07047
C -1.35410 -0.04309 -2.50379
C -2.58121 0.42575 -3.12866
C -2.67383 1.06125 -4.48476
C -2.23972 2.53146 -4.51191
C -3.58845 0.12459 -2.27102
C -2.98238 -0.56268 -1.14497
C -3.68667 -1.22624 -0.15051
C -3.14792 -2.04702 0.81358
N -1.83011 -2.11133 1.12587
C -1.70593 -3.01425 2.13082
C -0.53533 -3.26873 2.81067
C 0.72553 -2.82180 2.45169
N 1.02539 -2.21258 1.27785
C 2.36913 -2.03093 1.25475
C 3.07875 -1.58595 0.15192
C 2.95444 -2.52381 2.48819
C 1.93692 -3.02371 3.22736
C 1.98544 -3.58289 4.61801
C 1.43472 -2.60088 5.66193
C 4.41025 -2.45627 2.83062
C 5.18804 -3.68922 2.34902
C -3.00987 -3.57207 2.46449
C -3.90635 -2.96522 1.65525
C -5.37784 -3.23225 1.55510
C -6.20225 -2.40390 2.54904
C -3.24678 -4.70218 3.42056
C -2.75988 -6.04567 2.86136
N -1.64161 -0.63304 -1.31797
C -5.04777 0.42692 -2.41922
C -5.41858 1.78342 -1.80609
H 2.35380 -1.28740 -6.55835
H 1.16979 -1.76070 -5.32740
H 2.83341 -2.33285 -5.21312
H 1.97520 0.60012 -4.97331
H 3.62147 0.01508 -4.82937
H 5.30641 -0.84179 -1.67345
H 5.05565 -0.83213 -3.41010
H 4.67746 -3.27384 -1.58991
H 6.02966 -3.00827 -2.70358
H 4.39276 -3.25910 -3.32880
H -0.01595 0.45939 -4.06168
H -3.70082 0.98202 -4.84470
H -2.05175 0.49399 -5.18186
H -2.88357 3.13702 -3.86815
H -2.29551 2.94051 -5.52425
H -1.21257 2.63777 -4.15864
H -4.76636 -1.14017 -0.16775
H -0.61362 -3.87006 3.70981
H 4.16284 -1.59588 0.21065
H 3.01712 -3.83471 4.86768
H 1.41562 -4.51515 4.65748
H 1.99625 -1.66515 5.63490
H 1.50077 -3.01499 6.67005
H 0.39106 -2.36085 5.45582
H 4.52145 -2.35806 3.91228
H 4.84352 -1.55746 2.38769
H 4.80971 -4.59436 2.82917
H 6.25134 -3.59801 2.58187
H 5.08563 -3.81739 1.26839
H -5.55977 -4.29499 1.73153
H -5.71785 -3.02745 0.53917
H -5.95635 -2.67703 3.57753
H -7.27204 -2.56689 2.40180
H -5.99760 -1.33746 2.43136
H -4.31398 -4.76642 3.63998
H -2.74357 -4.49914 4.37016
H -3.20705 -6.23276 1.88252
H -3.02693 -6.87163 3.52435
H -1.67604 -6.04326 2.73263
H -5.64171 -0.35583 -1.94486
H -5.31506 0.42203 -3.47739
H -5.10313 1.83270 -0.76106
H -6.49683 1.95311 -1.84684
H -4.92743 2.59692 -2.34583
C 3.90548 4.44352 2.87084
C 3.42150 3.72464 1.61293
C 2.86177 2.34019 1.92491
C 2.44939 1.53862 0.69722
N 1.37584 2.17833 -0.05595
C 0.06075 2.12607 0.29453
Se -0.65187 1.08520 1.61191
N -0.61140 2.92267 -0.59120
C -2.04199 3.21421 -0.55226
C -2.33396 4.67193 -0.19917
C -1.82861 5.10388 1.17556
C -2.57555 4.44105 2.33208
C 0.28721 3.49342 -1.48934
C 0.10692 4.35101 -2.56380
C 1.23462 4.71897 -3.28516
C 2.50020 4.24079 -2.94175
C 2.67538 3.37863 -1.86746
C 1.54709 3.01766 -1.15133
H 4.26814 5.44867 2.64413
H 4.72269 3.89110 3.34451
H 3.09654 4.53205 3.60160
H 4.25038 3.63320 0.90124
H 2.65042 4.32837 1.12530
H 1.99068 2.42886 2.57769
H 3.61268 1.75300 2.46589
H 2.09058 0.55914 0.99378
H 3.28973 1.40583 0.01468
H -2.47169 2.53477 0.18184
H -2.46327 2.96384 -1.52748
H -3.41937 4.81072 -0.24397
H -1.89618 5.32162 -0.96061
H -1.93589 6.18803 1.25182
H -0.75713 4.88906 1.25375
H -3.65694 4.57278 2.21924
H -2.28261 4.88377 3.28655
H -2.36140 3.37304 2.38684
H -0.87427 4.71361 -2.84032
H 1.12800 5.38204 -4.13455
H 3.36122 4.54425 -3.52363
H 3.65598 3.00388 -1.60413
*
```

---

Entry 2:
The following is a DFT calculation (ωB97M-V with the def2-TZVPD basis set) of a structure of composition C51H68N6OP2V in a non-equilibrium geometry.

Properties
lowest unoccupied orbital energy (alpha / beta)	2.35 / 2.35	eV
orbital gap (alpha / beta)	3.55 / 6.42	eV
molecular weight	894.0	g mol⁻¹
HOMO level (alpha / beta)	-1.196 / -4.067	eV
F_max	2.8	eV Å⁻¹

ORCA input file:
```
! wB97M-V def2-TZVPD RIJCOSX def2/J DEFGRID3
* xyz -1 3
V 0.32505 -1.52488 0.00591
N 1.66928 -2.02206 -2.99757
P 0.08959 -1.86855 -2.35302
C -0.69723 -3.26721 -3.22079
C -0.41134 -3.57249 -4.55491
C -1.07922 -4.59670 -5.19939
C -2.07181 -5.31263 -4.53883
C -2.39448 -4.98413 -3.22893
C -1.71540 -3.96903 -2.57649
C -0.61137 -0.52013 -3.36170
C -1.93187 -0.14661 -3.09925
C -2.58065 0.76755 -3.90975
C -1.92304 1.31775 -5.00482
C -0.60161 0.96693 -5.25494
C 0.05513 0.06230 -4.43720
C 2.65704 -1.29628 -2.32314
C 3.99465 -1.43352 -2.61299
C 4.93048 -0.59504 -1.95497
C 4.43111 0.35751 -1.05280
C 3.08215 0.41618 -0.80275
N 2.16111 -0.41691 -1.40554
H 1.94464 -2.90455 -3.39231
H 0.32967 -2.98916 -5.08878
H -0.83498 -4.83942 -6.22673
H -2.59489 -6.11338 -5.04577
H -3.18159 -5.52892 -2.72187
H -1.95715 -3.70773 -1.55258
H -2.44430 -0.59480 -2.25324
H -3.60585 1.04674 -3.69603
H -2.43665 2.01330 -5.65712
H -0.07938 1.40921 -6.09537
H 1.09110 -0.19469 -4.62411
H 4.31188 -2.16260 -3.35078
H 5.98941 -0.67768 -2.16229
H 5.10318 1.03881 -0.54375
H 2.67395 1.11652 -0.08501
O 0.87003 1.80404 1.05331
P 0.53879 3.22641 0.94320
N 1.89994 4.13987 1.33944
C 3.18824 3.51263 1.61128
C 4.11018 4.15077 0.57691
C 3.61183 5.60461 0.53081
C 2.12512 5.52714 0.96036
N -0.02832 3.63254 -0.55894
C 0.63646 2.91416 -1.67514
C 0.48947 3.84408 -2.88816
C 0.17911 5.21536 -2.28249
C -0.66710 4.83880 -1.07063
N -0.65265 3.68796 2.03123
C -1.26658 5.02010 2.12605
C -1.45000 5.27554 3.62835
C -1.41754 3.87066 4.23423
C -0.34939 3.19735 3.38958
H 3.10388 2.43075 1.53344
H 3.52321 3.76514 2.62815
H 3.95370 3.66310 -0.38768
H 5.16540 4.07868 0.84007
H 3.72377 6.04633 -0.45942
H 4.16836 6.22282 1.23708
H 1.45353 5.82296 0.15088
H 1.93776 6.19875 1.80851
H 0.17125 1.94391 -1.84624
H 1.68862 2.73119 -1.44347
H -0.34291 3.51881 -3.50960
H 1.39051 3.84831 -3.50048
H -0.34887 5.87999 -2.96778
H 1.09900 5.70994 -1.95731
H -1.69009 4.60615 -1.39553
H -0.72598 5.62776 -0.32361
H -2.23159 5.00871 1.60985
H -0.65127 5.80415 1.67457
H -2.36842 5.82202 3.84209
H -0.60870 5.85779 4.01138
H -2.37510 3.36939 4.07773
H -1.17945 3.86891 5.29718
H -0.38565 2.11086 3.40611
H 0.65273 3.51572 3.71607
C -2.43706 -2.05065 2.31638
C -2.46065 -0.79795 1.43820
C -2.38649 0.42566 2.38177
C -1.27069 -0.79024 0.50610
C -3.73609 -0.68188 0.60399
C -4.71828 -1.66955 0.58048
C -5.87078 -1.52925 -0.18368
C -6.06794 -0.39823 -0.95832
C -5.09662 0.59506 -0.95073
C -3.95534 0.45569 -0.17950
H -1.45104 -2.12715 2.77493
H -2.58103 -2.95289 1.72434
H -3.20372 -2.00382 3.09573
H -1.56985 0.26846 3.08740
H -3.32300 0.53674 2.93923
H -2.18720 1.34614 1.83143
H -1.30061 0.10286 -0.15707
H -4.58997 -2.56929 1.16677
H -6.61839 -2.31414 -0.17250
H -6.96659 -0.28666 -1.55251
H -5.22930 1.48387 -1.55791
H -3.21599 1.24864 -0.19288
C -0.98723 -5.10540 0.25213
C 0.45078 -5.51202 0.59326
C 1.39205 -5.18960 -0.57461
C 0.91605 -4.91355 1.91325
C 1.16126 -5.80630 2.94576
C 1.63866 -5.39765 4.17738
C 1.90935 -4.05189 4.35961
C 1.68488 -3.10690 3.36983
C 2.10845 -1.67920 3.69848
C 3.18213 -1.15402 2.73460
C 0.93588 -0.69334 3.79216
C 1.12293 -3.51297 2.11187
N 0.77813 -2.60293 1.16107
H -1.32269 -5.62283 -0.65150
H -1.01735 -4.02835 0.08767
H -1.66254 -5.36062 1.07141
H 0.46702 -6.59878 0.72911
H 1.39414 -4.11766 -0.75873
H 1.05412 -5.70022 -1.48120
H 2.41263 -5.50597 -0.35137
H 0.98080 -6.86313 2.77217
H 1.82320 -6.11418 4.96856
H 2.32003 -3.72148 5.30883
H 2.56979 -1.72936 4.69142
H 2.75771 -1.01997 1.74477
H 4.02097 -1.84932 2.66293
H 3.56137 -0.18708 3.07485
H 0.46765 -0.57955 2.81710
H 1.29730 0.28812 4.11199
H 0.19129 -1.04301 4.51378
*
```

---

Entry 3:
The following is a DFT calculation (ωB97M-V with the def2-TZVPD basis set) of a cluster of 17 separate species, C51H68O51 in total in a non-equilibrium geometry.

Properties
lowest unoccupied orbital energy	-0.61	eV
orbital gap	9.55	eV
energy relative to the best compared isomer or geometry (same formula, charge and spin)	490.5	kJ/mol
molecular weight	1497.1	g mol⁻¹
HOMO level	-10.156	eV
F_max	7.5	eV Å⁻¹

ORCA input file:
```
! wB97M-V def2-TZVPD RIJCOSX def2/J DEFGRID3
* xyz 0 1
C 2.17460 -3.68472 -0.68655
C 3.23396 -2.74260 -1.35149
O 3.26652 -3.15893 -2.67252
C 2.45750 -4.18369 -2.97057
O 2.20720 -4.74189 -4.03473
O 1.74888 -4.52196 -1.80047
H 1.37825 -3.08661 -0.24361
H 2.79053 -4.09129 0.11559
H 4.25102 -2.83734 -0.97105
H 2.91745 -1.70429 -1.25232
C 0.01031 -3.82213 2.97152
C 1.27665 -3.15909 3.60197
O 2.36730 -3.88253 3.06620
C 1.88360 -4.93671 2.25447
O 2.50384 -5.95453 1.91810
O 0.55223 -4.86398 2.23903
H -0.39850 -3.07135 2.29527
H -0.61660 -4.10949 3.81562
H 1.27225 -3.10087 4.69040
H 1.37788 -2.21928 3.05918
C 0.34089 3.16121 -4.98826
C 1.55221 2.31103 -4.53997
O 0.85556 1.19349 -3.98380
C -0.45008 1.15243 -4.29701
O -1.23301 0.21328 -4.03536
O -0.72302 2.27299 -4.88551
H 0.54842 3.44157 -6.02095
H 0.18393 4.01992 -4.33551
H 2.15387 2.74387 -3.74074
H 2.12226 1.99150 -5.41236
C -5.94464 0.01973 1.56608
C -6.10130 1.53643 1.73594
O -4.83555 1.90102 2.18459
C -4.15320 0.87986 2.65527
O -3.05574 0.94207 3.13470
O -4.74168 -0.23706 2.28753
H -5.82938 -0.26234 0.51953
H -6.83025 -0.47099 1.96980
H -6.98836 1.80309 2.31050
H -6.20252 1.89619 0.71201
C 5.38632 2.32419 -1.99253
C 4.72054 1.59362 -0.75007
O 3.91595 2.61411 -0.20997
C 3.76789 3.61973 -1.09884
O 2.88564 4.45471 -1.05072
O 4.61596 3.50848 -2.17558
H 5.26161 1.65104 -2.84072
H 6.42311 2.63525 -1.86445
H 5.42421 1.24507 0.00588
H 4.02944 0.85122 -1.14923
C -3.78115 -5.86740 -0.49072
C -3.05641 -5.69211 0.85916
O -2.14978 -4.59756 0.64475
C -1.96933 -4.43448 -0.70802
O -1.21867 -3.63501 -1.26937
O -2.79852 -5.22972 -1.31338
H -4.65714 -5.22840 -0.60217
H -4.04337 -6.87488 -0.81372
H -2.50080 -6.57873 1.16459
H -3.73641 -5.48483 1.68544
C 1.28372 2.36001 5.57014
C 1.42348 1.45630 4.36602
O 0.32353 0.55932 4.54468
C -0.51313 1.02020 5.49502
O -1.57028 0.50352 5.75395
O 0.02565 2.04980 6.14935
H 1.38420 3.39517 5.24388
H 2.05214 2.19104 6.32452
H 2.31567 0.83885 4.26187
H 1.43953 2.05174 3.45318
C -5.69687 -5.85888 -4.74187
C -5.54062 -5.15076 -5.99325
O -4.26329 -4.41148 -5.84479
C -3.87511 -4.50200 -4.57891
O -2.90697 -3.83539 -4.18881
O -4.76600 -5.22420 -3.95348
H -5.48294 -6.92461 -4.82285
H -6.68900 -5.81342 -4.29277
H -6.36210 -4.49972 -6.29230
H -5.57938 -5.93706 -6.74713
C 8.92346 3.42337 1.60530
C 8.16750 3.82438 0.35900
O 6.82020 4.06825 0.87110
C 6.67684 3.43158 2.09980
O 5.63221 3.27601 2.72847
O 7.90394 3.29654 2.62906
H 9.72741 4.11772 1.84952
H 9.42342 2.46558 1.46117
H 8.19444 3.11451 -0.46771
H 8.64570 4.74226 0.01706
C 2.26099 6.31881 1.80407
C 2.68208 4.90721 2.35264
O 2.46208 4.94993 3.76528
C 1.91633 6.08662 4.06229
O 1.46519 6.33239 5.21478
O 1.90862 6.95843 3.04877
H 1.35663 6.09298 1.23906
H 2.99708 6.89451 1.24295
H 3.75728 4.84796 2.18367
H 2.06882 4.18344 1.81583
C -4.74248 -1.01665 -2.80584
C -4.48652 -1.79569 -1.56565
O -3.65028 -0.95819 -0.85634
C -3.81399 0.21666 -1.18477
O -3.40244 1.22003 -0.58956
O -4.32884 0.25627 -2.34490
H -5.75236 -1.07908 -3.21123
H -4.21078 -1.38557 -3.68293
H -4.08016 -2.78864 -1.75806
H -5.46458 -1.93291 -1.10450
C -1.08621 -2.78571 -6.76359
C 0.28829 -2.87686 -6.07887
O 0.96021 -1.87422 -6.68383
C 0.04099 -1.08884 -7.29579
O 0.37270 -0.09401 -7.96423
O -1.18332 -1.41345 -7.05825
H -1.75579 -3.11681 -5.96977
H -1.19360 -3.40876 -7.65149
H 0.75044 -3.82811 -6.34277
H 0.25554 -2.81863 -4.99092
C 5.74161 -0.89916 4.16297
C 5.09788 -0.36838 2.87146
O 6.16430 -0.02214 1.99450
C 7.28414 -0.02439 2.71154
O 8.42174 0.24579 2.20125
O 7.06528 -0.44574 3.94757
H 5.61494 -1.98173 4.17272
H 5.34509 -0.50151 5.09719
H 4.41222 0.41340 3.19825
H 4.52736 -1.12553 2.33357
C -3.09775 3.81845 -3.27979
C -1.97723 3.79945 -2.21912
O -1.22777 5.01041 -2.54852
C -1.66792 5.52914 -3.77159
O -1.06457 6.39530 -4.41109
O -2.71517 4.81079 -4.26397
H -4.08907 4.04313 -2.88621
H -3.12459 2.79704 -3.65940
H -1.28876 2.96903 -2.06257
H -2.39881 3.84604 -1.21503
C -0.64007 -0.59399 0.60557
C -0.14640 -0.15083 -0.77497
O 1.22252 0.15551 -0.58149
C 1.53527 -0.14200 0.71233
O 2.67126 -0.04263 1.13701
O 0.59633 -0.67942 1.34804
H -1.20744 -1.52468 0.60162
H -1.27348 0.20251 0.99606
H -0.79198 0.67343 -1.07816
H -0.46514 -0.98332 -1.40225
C -4.16614 -2.14117 4.70545
C -3.06550 -2.48501 3.69747
O -3.05379 -3.94881 3.77901
C -3.82208 -4.39291 4.82689
O -4.03248 -5.58602 5.12094
O -4.26854 -3.27659 5.57214
H -5.09698 -1.88823 4.19783
H -3.81973 -1.30594 5.31412
H -2.06723 -2.11678 3.93397
H -3.29445 -1.99336 2.75198
C -2.84698 4.51589 2.55042
C -1.71054 4.28757 3.51858
O -0.61702 3.79022 2.66452
C -1.04813 3.64128 1.39701
O -0.42230 3.05594 0.48514
O -2.33107 3.99962 1.33302
H -3.09489 5.57662 2.58896
H -3.68634 3.87542 2.82127
H -2.04330 3.45450 4.13774
H -1.38785 5.17107 4.06940
*
```